## a
This record from the Open Molecules 2025 dataset describes one molecule with the formula CH3ClN2. The level of theory is ωB97M-V with the def2-TZVPD basis set.

Positions of all 7 atoms, in Å:
C  0.3304  0.0516  0.3998
N  -0.1771  0.8752  -0.6995
N  0.0015  2.1329  -1.5089
Cl  -1.1599  2.2147  -2.7277
H  1.2609  0.1810  0.9028
H  -0.3786  -0.8223  0.5034
H  -1.1031  0.3446  -0.9917

Output
HOMO-LUMO gap (spin up / spin down) in eV: 7.91 / 8.73
Molar mass in g/mol: 78.50
LUMO level (spin up / spin down) in eV: -0.1 / 0.2
HOMO energy (spin up / spin down) in Eh: -0.293 / -0.314


## b
This record from the Open Molecules 2025 dataset describes one molecule with the formula CH3ClN2. The level of theory is ωB97M-V with the def2-TZVPD basis set.

Positions of all 7 atoms, in Å:
C  0.1027  0.8793  -0.3309
N  -0.5336  -0.4418  -0.2475
N  0.2167  -1.3098  0.8355
Cl  -0.6085  -2.7133  0.9197
H  0.2336  1.4950  0.5730
H  -0.5149  1.3673  -1.0588
H  1.1039  0.7235  -0.6910

Output
HOMO-LUMO gap (spin up / spin down) in eV: 9.41 / 9.44
Molar mass in g/mol: 78.50
LUMO level (spin up / spin down) in eV: -0.7 / -0.9
SMILES: C/N=N/Cl
HOMO energy (spin up / spin down) in Eh: -0.371 / -0.380


Quick one: least stable of them? a


## a
This record from the Open Molecules 2025 dataset describes a 2-piece molecular cluster, C2H6O overall. The level of theory is ωB97M-V with the def2-TZVPD basis set.

Positions of all 9 atoms, in Å:
C  0.0000  0.0000  0.0000
C  -0.1983  1.2720  -0.5178
H  -0.2464  -0.2026  1.0486
H  0.4370  -0.8156  -0.5874
H  -0.6138  2.0902  0.0814
H  0.1235  1.5017  -1.5400
O  -0.2992  -1.0801  2.3235
H  -0.9116  -0.7198  1.6427
H  0.2870  -1.6962  1.8287

Output
HOMO-LUMO gap in eV: 11.03
Molar mass in g/mol: 46.07
LUMO level in eV: 1.0
SMILES: C=C.O
HOMO energy in Eh: -0.369


## b
This record from the Open Molecules 2025 dataset describes one molecule with the formula C2H6O. The level of theory is ωB97M-V with the def2-TZVPD basis set.

Positions of all 9 atoms, in Å:
C  -0.3983  0.8858  0.0217
C  -0.0640  -0.5933  0.3281
O  1.2078  -0.8115  -0.2395
H  0.5909  1.4081  0.1276
H  -0.7480  0.9786  -1.0004
H  -0.9102  1.3005  0.9420
H  -0.7713  -1.2429  -0.3420
H  -0.1134  -0.8881  1.3575
H  1.2065  -1.0371  -1.1950

Output
HOMO-LUMO gap in eV: 11.05
Molar mass in g/mol: 46.07
LUMO level in eV: 1.0
SMILES: CCO
HOMO energy in Eh: -0.369


Quick one: least stable of them? a


## a
This record from the Open Molecules 2025 dataset describes C2H6O as an isolated structure. The level of theory is ωB97M-V with the def2-TZVPD basis set.

Positions of all 9 atoms, in Å:
C  -1.0989  0.0716  0.2377
O  -0.0246  0.8788  -0.0047
C  1.0902  0.1465  -0.2945
H  -0.3872  -1.0620  0.7853
H  -1.8278  0.6867  0.8051
H  -1.5705  -0.3815  -0.6413
H  1.0019  -0.4766  -1.1948
H  0.8682  -0.8555  0.6804
H  1.9549  0.8496  -0.3657

Output
HOMO-LUMO gap in eV: 11.22
Molar mass in g/mol: 46.07
LUMO level in eV: 1.0
HOMO energy in Eh: -0.374


## b
This record from the Open Molecules 2025 dataset describes one molecule with the formula C2H6O. The level of theory is ωB97M-V with the def2-TZVPD basis set.

Positions of all 9 atoms, in Å:
C  -1.1142  -0.0261  0.2031
O  -0.0776  0.8703  -0.1471
C  1.1109  0.1196  -0.2119
H  -0.6743  -0.9519  0.5758
H  -1.7156  0.4779  0.9611
H  -1.7360  -0.2658  -0.6652
H  1.1083  -0.5534  -1.0806
H  1.1611  -0.5004  0.6848
H  1.9374  0.8299  -0.3199

Output
HOMO-LUMO gap in eV: 10.93
Molar mass in g/mol: 46.07
LUMO level in eV: 1.2
SMILES: COC
HOMO energy in Eh: -0.359


Quick one: least stable of them? a


## a
This record from the Open Molecules 2025 dataset describes a 2-piece molecular cluster, C2H6O overall. The level of theory is ωB97M-V with the def2-TZVPD basis set.

Positions of all 9 atoms, in Å:
C  0.8726  -1.7933  -0.0278
O  1.8264  -1.4810  -0.6623
H  0.1144  -1.0768  0.3087
H  0.7070  -2.8359  0.2678
C  -0.7218  1.4364  0.0215
H  -0.0493  1.3418  0.8751
H  -0.1493  1.2579  -0.8872
H  -1.5109  0.6917  0.0850
H  -1.0891  2.4592  0.0191

Output
HOMO-LUMO gap in eV: 11.20
Molar mass in g/mol: 46.07
LUMO level in eV: 1.0
SMILES: C=O.C
HOMO energy in Eh: -0.375


## b
This record from the Open Molecules 2025 dataset describes a 3-piece molecular cluster, C2H6O overall. The level of theory is ωB97M-V with the def2-TZVPD basis set.

Positions of all 9 atoms, in Å:
C  -1.3301  -0.4774  -0.5161
C  -0.2802  -0.9008  0.1744
O  1.5011  1.0274  -0.1216
H  -2.2794  -0.1225  -0.1069
H  1.3810  2.1373  0.7243
H  -1.2563  -0.2151  -1.5377
H  0.4505  -1.4623  -0.4567
H  -0.2044  -0.6553  1.2373
H  2.0178  0.6686  0.6030

Output
HOMO-LUMO gap in eV: 9.03
Molar mass in g/mol: 46.07
LUMO level in eV: -0.1
HOMO energy in Eh: -0.336


Quick one: least stable of them? b


## a
This record from the Open Molecules 2025 dataset describes one molecule with the formula C3H3BrO. The level of theory is ωB97M-V with the def2-TZVPD basis set.

Positions of all 8 atoms, in Å:
C  -0.1503  0.0918  0.4030
C  -1.3138  0.4850  -0.0065
C  1.1309  -0.4354  0.0490
O  -1.9028  -0.3896  -0.6574
Br  -2.2732  2.0830  0.5751
H  0.9590  -0.9998  -0.8129
H  1.6349  -1.0765  0.8267
H  1.9152  0.2415  -0.3769

Output
HOMO-LUMO gap (spin up / spin down) in eV: 7.86 / 7.86
Molar mass in g/mol: 134.96
LUMO level (spin up / spin down) in eV: -1.4 / -1.4
HOMO energy (spin up / spin down) in Eh: -0.339 / -0.339


## b
This record from the Open Molecules 2025 dataset describes a 2-piece molecular cluster, C3H3BrO overall. The level of theory is ωB97M-V with the def2-TZVPD basis set.

Positions of all 8 atoms, in Å:
C  0.1039  0.3467  -0.0439
C  -0.0771  -0.9181  -0.0096
C  -2.5058  -1.1136  -0.0685
O  -2.9477  -2.2271  0.0052
Br  -3.4858  0.5508  0.0269
H  1.0857  0.6941  0.2547
H  -0.5770  1.0389  -0.5021
H  0.0829  -1.9429  0.3626

Output
HOMO-LUMO gap (spin up / spin down) in eV: 7.67 / 8.12
Molar mass in g/mol: 134.96
LUMO level (spin up / spin down) in eV: -0.8 / -0.4
HOMO energy (spin up / spin down) in Eh: -0.313 / -0.315


## c
This record from the Open Molecules 2025 dataset describes one molecule with the formula C3H3BrO. The level of theory is ωB97M-V with the def2-TZVPD basis set.

Positions of all 8 atoms, in Å:
O  -1.7330  -1.0976  0.0666
C  -1.4201  0.0666  -0.0466
C  -0.0211  0.4379  0.0838
C  1.0515  -0.3733  -0.1065
Br  2.7851  0.2127  0.0167
H  -2.0596  0.8573  -0.1716
H  0.2343  1.3660  0.4915
H  1.1629  -1.4696  -0.3338

Output
HOMO-LUMO gap in eV: 9.44
Molar mass in g/mol: 134.96
LUMO level in eV: -0.3
SMILES: O=C/C=C/Br
HOMO energy in Eh: -0.357


Quick one: least stable of them? b


## a
This record from the Open Molecules 2025 dataset describes a 2-piece molecular cluster, C4H5Cl3O overall. The level of theory is ωB97M-V with the def2-TZVPD basis set.

Positions of all 13 atoms, in Å:
Cl  -3.3190  -1.8488  0.9986
C  -2.3341  -0.4204  0.4545
Cl  -3.0152  1.1130  0.9285
Cl  -1.9016  -0.5035  -1.2794
H  -1.3806  -0.5317  1.1000
C  1.6433  1.2586  -0.5483
C  1.6275  -0.1096  -0.0084
C  0.9043  -1.1815  -0.1456
O  0.3538  -2.2182  -0.0811
H  1.9747  2.0824  0.1008
H  0.5740  1.3008  -0.7146
H  2.3006  1.4026  -1.4180
H  2.5724  -0.3436  0.6130

Output
HOMO-LUMO gap in eV: 9.45
Molar mass in g/mol: 175.44
LUMO level in eV: 0.4
SMILES: ClC(Cl)Cl.CC=C=O
HOMO energy in Eh: -0.333


## b
This record from the Open Molecules 2025 dataset describes C4H5Cl3O as an isolated structure. The level of theory is ωB97M-V with the def2-TZVPD basis set.

Positions of all 13 atoms, in Å:
C  0.0446  0.4601  -1.0470
C  -0.5494  1.5152  -1.6235
C  0.8624  -0.6491  1.5215
C  -0.3860  -0.2929  0.6525
O  -1.1687  -1.3529  0.3855
Cl  1.1834  -0.5947  -1.7803
Cl  -0.1496  2.1683  -3.1893
Cl  -1.7164  2.4617  -0.7367
H  0.6569  -1.4407  2.2825
H  1.1449  0.2457  1.9907
H  1.6357  -1.0630  0.8310
H  -0.9892  0.4852  0.9664
H  -0.5684  -1.9429  -0.2533

Output
HOMO-LUMO gap in eV: 10.00
Molar mass in g/mol: 175.44
LUMO level in eV: 0.6
HOMO energy in Eh: -0.344


Quick one: least stable of them? b